[1]
C18H22ClF2N3O4 in the gas phase, computed with ωB97M-V with the def2-TZVPD basis set.

```
50
Properties=species:S:1:pos:R:3:forces:R:3
C -4.0117 2.6207 -0.0860 0.002 -0.012 0.009
N -2.8231 1.7986 0.0856 0.032 -0.012 -0.020
C -1.5921 2.5448 0.3012 0.082 -0.115 -0.034
C -0.9291 3.0511 -0.9779 -0.084 0.104 0.070
C 0.3693 3.8188 -0.6618 -0.005 0.065 -0.143
C 1.5953 3.1916 -1.3083 0.030 -0.070 0.107
N 1.7756 1.8506 -0.7756 0.007 -0.021 -0.018
C 2.9260 1.1569 -0.9428 -0.016 0.015 0.049
O 3.9161 1.5730 -1.5076 0.003 -0.011 -0.023
C 2.8641 -0.1972 -0.3108 -0.006 0.002 -0.028
C 2.1788 -0.6331 0.7696 0.017 0.006 0.004
C 2.4613 -2.0369 0.8582 -0.033 -0.022 0.010
N 1.9962 -2.9712 1.6981 -0.020 0.023 -0.022
C 2.4292 -4.1851 1.4641 -0.002 -0.030 0.004
Cl 1.8321 -5.4380 2.5163 0.003 0.010 -0.004
C 3.3129 -4.5604 0.4406 -0.012 0.021 0.014
C 3.7830 -3.5969 -0.4303 0.007 -0.017 -0.002
C 3.3275 -2.3139 -0.1952 -0.007 0.002 -0.013
O 3.5835 -1.1901 -0.9105 0.025 0.009 0.006
C -2.9930 0.4522 0.1688 0.001 0.019 0.017
O -4.1033 -0.0559 0.1437 -0.006 -0.004 0.018
C -1.7663 -0.4833 0.3256 -0.036 0.003 -0.035
C -1.4035 -0.5770 1.8106 -0.019 0.004 -0.002
O -0.6764 0.0345 -0.4450 0.020 -0.004 0.022
C -2.1914 -1.8523 -0.2227 0.015 0.007 0.007
C -1.1384 -2.9249 -0.1347 0.045 0.013 -0.018
F -1.6391 -4.0960 -0.6052 -0.008 -0.003 -0.009
F -0.0704 -2.6030 -0.9666 0.022 -0.023 0.026
H -4.8311 1.9993 -0.4295 -0.012 0.013 -0.004
H -4.2940 3.0913 0.8596 -0.020 -0.011 -0.001
H -3.8133 3.4031 -0.8189 0.008 -0.002 0.004
H -1.8350 3.3962 0.9453 -0.014 -0.009 0.006
H -0.8814 1.9339 0.8503 0.008 0.009 0.017
H -0.7279 2.1948 -1.6221 -0.011 -0.008 -0.009
H -1.6291 3.6879 -1.5216 0.015 0.021 0.003
H 0.2955 4.8552 -0.9924 -0.006 -0.003 -0.012
H 0.5300 3.8530 0.4205 0.004 0.003 -0.002
H 1.4832 3.1575 -2.3969 -0.009 0.003 0.002
H 2.4968 3.7654 -1.0965 0.002 0.000 0.006
H 0.9502 1.3312 -0.5046 -0.002 0.012 0.003
H 1.5591 -0.0404 1.4196 0.001 0.002 -0.006
H 3.6022 -5.5955 0.3437 0.003 0.000 -0.004
H 4.4535 -3.8360 -1.2439 0.000 0.007 -0.002
H -2.2623 -0.9437 2.3745 0.010 -0.004 0.006
H -0.5651 -1.2562 1.9709 0.005 0.001 -0.008
H -1.1272 0.3969 2.2127 -0.005 0.013 -0.001
H -0.1595 -0.7141 -0.7713 -0.007 -0.003 -0.003
H -3.0703 -2.1936 0.3198 0.005 -0.002 0.005
H -2.4757 -1.7541 -1.2720 -0.015 -0.003 -0.001
H -0.7121 -3.1097 0.8517 -0.014 0.004 0.011
```
Forces are in eV/Å.

Output
Lowest unoccupied orbital energy   -0.0016 Eh
F_max   0.16 eV/A
SMILES string   CN(CCCCNC(=O)c1cc2nc(Cl)ccc2o1)C(=O)[C@](C)(O)CC(F)F
Calculated total energy   -49642.004 eV
Energy above the lowest of the compared OMol25 structures with the same formula, charge and spin   0.94 kcal per mole

[2]
A molecular structure, C18H22ClN3O3 at a distorted geometry, computed with ωB97M-V with the def2-TZVPD basis set.

```
47
Properties=species:S:1:pos:R:3:forces:R:3
C 0.2090 -1.8036 1.1897 -3.029 -1.781 -3.825
C -0.7295 -2.4881 0.2218 -3.533 -2.649 2.190
O -2.0159 -1.9918 0.6046 -3.628 -1.230 -0.178
C -3.1377 -2.7972 -0.0956 2.111 -5.618 15.156
C -4.5346 -2.4659 0.2650 -2.526 4.580 6.201
H -4.5803 -2.2921 1.5569 0.404 -0.179 -3.307
H -5.4014 -3.1583 0.3162 0.994 -0.081 -1.237
C -4.9761 -0.9212 -0.3183 -1.893 -0.757 9.756
N -4.0462 0.1162 0.0096 0.370 -0.198 6.884
C -2.9684 0.3724 -0.7709 -1.804 4.931 6.261
O -3.0424 0.2563 -1.8998 0.231 -3.036 -9.023
C -2.0536 1.4135 -0.2404 4.496 -4.098 2.106
H -1.4497 0.5717 0.5544 -1.357 2.826 -1.457
H -2.3973 2.2927 0.3260 -0.033 -0.570 -0.460
C -0.9177 1.7117 -1.3046 -1.348 3.002 2.286
N 0.2135 2.2274 -0.4216 0.719 -2.220 -2.779
N 1.3697 1.3121 -0.5159 -2.791 3.767 1.359
C 2.4254 1.7910 0.0580 0.473 3.260 -2.020
C 2.6635 3.2236 0.5551 -6.277 -0.387 1.696
C 1.4462 3.9723 0.7622 2.314 -1.582 -3.501
C 0.1781 3.5165 -0.0506 -2.092 3.616 5.478
O -0.9268 4.2603 0.1767 4.557 -3.499 -2.299
H 1.4844 5.0084 1.1759 -0.392 -1.165 -0.216
H 3.4165 3.4727 1.2638 1.156 -0.019 -0.190
C 3.5712 1.0631 -0.3528 5.438 -6.242 4.026
C 3.4068 -0.3852 -0.5666 -2.993 -3.072 -2.303
C 4.3486 -1.5210 -0.6552 1.433 9.943 1.673
C 5.6680 -0.8098 -0.3372 -3.825 -13.732 -3.756
C 5.8264 0.2789 0.2404 6.140 4.713 1.710
C 4.9163 1.1995 0.2953 -6.509 7.973 -1.824
H 5.1343 2.3488 0.4996 0.095 -2.767 0.162
H 6.8843 0.5668 0.2617 -0.246 0.079 1.013
Cl 6.9394 -2.0879 -0.3985 0.263 1.030 -0.084
H 4.1131 -2.4658 -1.0194 -0.009 -1.396 -0.289
H 2.2824 -0.7400 -0.8259 2.664 1.044 0.694
H -1.2864 2.6973 -1.7934 0.734 -2.016 -0.090
H -0.5844 0.8684 -1.9419 -0.332 0.836 0.532
H -3.8531 0.3180 1.3474 -0.655 -1.115 -5.652
H -5.0115 -0.9800 -1.2678 -0.878 -0.236 -6.892
H -6.0525 -0.5077 0.2722 2.865 -1.783 -2.196
H -3.0098 -3.9253 0.2672 0.296 2.220 -1.709
H -3.2308 -2.5108 -0.9099 0.754 3.311 -14.678
H -0.8268 -2.2563 -0.8023 1.893 0.156 -1.621
H -0.8429 -3.7148 0.3421 1.024 2.828 -0.250
H 1.0329 -2.1694 0.8377 5.840 -2.207 -1.126
H 0.0634 -2.0223 2.1389 -0.948 -0.980 4.300
H 0.2824 -0.8455 0.9504 -0.166 4.500 -0.519
```
Forces are in eV/Å.

Output
Lowest unoccupied orbital energy   -0.0311 Eh
F_max   16.30 eV/A
Calculated total energy   -42142.645 eV
Energy above the lowest of the compared OMol25 structures with the same formula, charge and spin   395.06 kcal per mole

[3]
C18H22ClN3OS in the gas phase, computed with ωB97M-V with the def2-TZVPD basis set.

```
46
Properties=species:S:1:pos:R:3:forces:R:3
C 1.0799 3.5082 -0.1823 0.020 0.048 0.014
O 1.1364 2.1186 -0.3582 0.125 -0.189 -0.059
C 0.5869 1.6806 -1.5769 0.041 -0.106 -0.319
C 0.7718 0.1715 -1.6903 -0.113 0.306 0.299
C -0.1256 -0.6488 -0.7506 0.019 0.136 -0.622
N 0.1100 -0.4372 0.6653 -0.352 0.338 0.240
C -0.3723 0.6277 1.3376 0.144 -0.064 0.344
S 0.2681 1.1995 2.7531 0.151 0.335 0.559
N -1.4581 1.3140 0.8309 0.200 0.351 -0.335
C -2.6707 0.8022 0.3932 -0.555 -0.373 -0.211
C -3.6097 1.6791 -0.1549 0.165 -0.031 0.060
C -4.8257 1.2064 -0.6048 0.014 -0.077 0.057
C -5.1395 -0.1409 -0.5227 -0.037 -0.112 0.013
C -4.2142 -1.0029 0.0418 -0.009 0.304 -0.069
Cl -4.5849 -2.6863 0.1826 -0.040 -0.170 0.012
C -2.9926 -0.5509 0.5061 -0.006 0.120 0.082
C 1.0479 -1.3359 1.3374 0.024 -0.410 0.380
C 0.4021 -2.7042 1.5575 0.108 0.266 -0.038
C 2.3763 -1.3700 0.6220 0.235 0.021 -0.004
C 2.8363 -2.4602 -0.1057 -0.046 0.210 0.123
C 4.0708 -2.3674 -0.7324 -0.132 -0.214 -0.069
N 4.8409 -1.2965 -0.6792 0.464 -0.055 -0.288
C 4.4068 -0.2595 0.0201 -0.191 0.224 0.220
C 3.1940 -0.2433 0.6862 0.060 -0.188 -0.048
H 1.6995 4.0287 -0.9232 -0.033 0.006 0.009
H 1.4584 3.7085 0.8181 -0.032 0.090 -0.010
H 0.0505 3.8807 -0.2661 -0.007 0.016 0.013
H -0.4821 1.9458 -1.6326 0.080 0.019 0.000
H 1.1019 2.1755 -2.4162 -0.078 -0.030 0.069
H 1.8208 -0.0533 -1.5030 0.003 -0.036 -0.143
H 0.5312 -0.1298 -2.7114 0.010 -0.026 -0.040
H -1.1674 -0.4342 -0.9959 0.139 -0.174 -0.003
H 0.0548 -1.7058 -0.9566 -0.136 0.015 0.032
H -1.5062 2.2596 1.1897 0.062 -0.251 0.063
H -3.3763 2.7314 -0.2213 0.052 0.118 -0.039
H -5.5416 1.8936 -1.0289 -0.061 0.066 -0.038
H -6.0857 -0.5134 -0.8788 -0.083 -0.067 -0.032
H -2.3066 -1.2395 0.9720 0.068 -0.084 0.018
H 1.2277 -0.8876 2.3229 -0.036 -0.138 -0.332
H -0.4727 -2.5929 2.1948 -0.062 0.017 0.039
H 0.0891 -3.1709 0.6262 -0.023 -0.106 -0.080
H 1.1063 -3.3621 2.0597 0.043 -0.122 0.023
H 2.2609 -3.3681 -0.1913 -0.080 -0.112 0.005
H 4.4612 -3.1953 -1.3104 -0.042 -0.120 -0.026
H 5.0679 0.5966 0.0439 -0.007 0.125 0.061
H 2.8731 0.6289 1.2328 -0.068 0.127 0.072
```
Forces are in eV/Å.

Output
Lowest unoccupied orbital energy   0.0189 Eh
F_max   0.70 eV/A
SMILES string   COCCCN(C(=S)Nc1cccc(Cl)c1)[C@@H](C)c1ccncc1
Calculated total energy   -48898.576 eV
Energy above the lowest of the compared OMol25 structures with the same formula, charge and spin   22.45 kcal per mole

[4]
C18H22F3NO4 in the gas phase, computed with ωB97M-V with the def2-TZVPD basis set.

```
48
Properties=species:S:1:pos:R:3:forces:R:3
C -1.1057 -1.1152 -3.5839 0.091 0.228 0.391
C -0.7428 0.0644 -2.6868 -0.033 0.011 -0.282
O -0.6494 -0.2851 -1.3141 -0.235 -0.011 0.208
C -1.8619 -0.4320 -0.6372 0.109 -0.891 -0.136
O -2.5985 0.7741 -0.6098 -0.107 0.400 0.135
C -2.2211 1.6912 0.3391 0.416 -0.234 0.448
C -2.8664 3.0314 0.1926 -0.072 0.104 -0.106
N -3.7596 3.1041 -0.8167 -0.234 -0.050 -0.279
O -2.5966 3.9660 0.9175 0.088 0.071 0.160
C -1.3738 1.4420 1.3367 -0.268 -0.052 -0.152
C -0.7346 0.1055 1.5318 -0.049 -0.173 -0.282
C 0.7173 0.0864 1.1024 0.258 0.082 0.181
C 1.2857 1.1264 0.3785 0.122 -0.021 0.118
C 2.6064 1.0660 -0.0229 0.100 -0.139 0.042
C 3.3752 -0.0435 0.3022 0.059 -0.069 -0.065
C 4.8124 -0.0922 -0.1234 0.318 0.049 0.005
F 5.3135 -1.3373 -0.1547 -0.138 -0.233 0.074
F 5.0093 0.4243 -1.3490 -0.178 0.120 -0.152
F 5.6151 0.6094 0.7045 -0.066 0.102 0.147
C 2.8276 -1.0813 1.0435 0.139 0.093 -0.125
C 1.5061 -1.0086 1.4383 -0.038 0.150 0.003
C -1.5533 -0.9593 0.7704 -0.154 0.276 -0.082
C -2.8615 -1.3215 1.4916 0.077 -0.148 -0.059
C -3.1022 -2.8282 1.5962 -0.198 0.104 -0.431
C -3.2474 -3.5192 0.2417 0.347 -0.244 0.359
O -4.2856 -2.8996 -0.4899 -0.296 0.198 -0.161
H -2.1164 -1.4635 -3.3841 -0.105 -0.069 -0.039
H -0.4115 -1.9346 -3.4149 0.060 -0.096 -0.028
H -1.0456 -0.8094 -4.6245 -0.024 0.002 -0.141
H 0.2543 0.4336 -2.9382 -0.131 0.046 -0.041
H -1.4657 0.8793 -2.8157 0.153 -0.021 0.004
H -2.5324 -1.1274 -1.1648 0.121 0.152 0.101
H -3.9779 2.2859 -1.3571 -0.007 0.034 -0.009
H -4.2649 3.9604 -0.9669 0.063 -0.026 0.068
H -1.1429 2.2415 2.0216 -0.066 0.199 -0.009
H -0.7573 -0.1471 2.5990 -0.048 -0.001 -0.084
H 0.6890 1.9868 0.1198 -0.066 0.066 -0.055
H 3.0423 1.8725 -0.5928 0.026 0.077 -0.056
H 3.4319 -1.9371 1.3034 0.042 -0.063 0.012
H 1.0840 -1.8161 2.0190 -0.081 -0.107 0.071
H -0.9330 -1.8495 0.6442 -0.025 0.009 -0.030
H -2.8542 -0.9075 2.5011 -0.028 0.069 -0.014
H -3.7053 -0.8759 0.9631 -0.041 0.075 0.089
H -4.0229 -2.9878 2.1594 0.010 -0.104 0.074
H -2.2817 -3.3043 2.1364 0.017 -0.058 0.054
H -2.3030 -3.4601 -0.3195 -0.036 -0.045 0.062
H -3.4769 -4.5807 0.4088 0.095 0.107 -0.042
H -4.4793 -3.4282 -1.2700 0.014 0.029 0.054
```
Forces are in eV/Å.

Output
Lowest unoccupied orbital energy   0.0165 Eh
F_max   0.91 eV/A
SMILES string   CCO[C@@H]1OC(C(N)=O)=C[C@H](c2ccc(C(F)(F)F)cc2)[C@H]1CCCO
Calculated total energy   -36856.431 eV
Energy above the lowest of the compared OMol25 structures with the same formula, charge and spin   0.00 kcal per mole

[5]
C18H22FN3O3S in the gas phase at a distorted geometry, computed with ωB97M-V with the def2-TZVPD basis set.

```
48
Properties=species:S:1:pos:R:3:forces:R:3
C -2.3381 1.7360 -6.4172 -0.226 0.066 0.138
C -3.2272 2.3276 -5.3292 0.234 0.117 0.015
C -2.4546 3.2323 -4.3660 -0.495 0.040 -0.062
N -1.4621 2.5014 -3.6130 0.228 -0.049 -0.288
C -1.6120 2.1901 -2.3184 0.142 0.066 -0.313
O -2.5526 2.5651 -1.6330 -0.099 -0.046 0.073
C -0.5179 1.3435 -1.7847 0.447 -0.548 1.087
O 0.3284 0.8076 -2.6931 -0.764 0.558 -0.028
N 1.2470 0.0490 -2.0653 0.871 -0.684 0.392
C 1.0020 0.1055 -0.7847 -0.521 0.428 -0.324
C 1.8021 -0.6512 0.1993 0.160 -0.767 0.334
S 0.9520 -2.2588 0.4796 -0.026 0.311 -0.210
C 1.9064 -3.0094 1.7601 -0.043 0.183 -0.122
C 1.4618 -4.2578 2.1951 0.091 0.223 -0.068
C 2.1420 -4.9388 3.1826 0.206 0.004 0.164
C 3.2726 -4.3589 3.7333 -0.027 0.124 -0.108
F 3.9473 -5.0196 4.6994 -0.055 0.034 -0.058
C 3.7284 -3.1228 3.3186 0.045 -0.280 0.213
C 3.0420 -2.4451 2.3258 -0.142 -0.089 -0.053
C -0.1382 0.9337 -0.5239 0.009 0.224 -0.946
C -0.6110 1.2766 0.8494 -0.340 0.038 -0.136
O 0.1248 1.1224 1.8112 0.200 -0.029 0.094
N -1.8693 1.7255 0.9232 -0.344 0.130 -0.007
C -2.4452 2.1771 2.1685 0.158 0.191 0.393
C -2.5735 3.7016 2.2241 -0.135 -0.206 -0.074
C -3.6069 4.2350 1.2387 0.192 0.015 0.165
H -1.8250 2.5249 -6.9634 0.085 0.058 -0.103
H -1.5944 1.0631 -5.9963 0.109 -0.100 -0.015
H -2.9389 1.1685 -7.1232 0.042 -0.088 -0.097
H -3.6988 1.5246 -4.7600 -0.085 0.039 0.035
H -4.0179 2.9227 -5.7884 -0.066 -0.002 0.028
H -1.9540 4.0302 -4.9225 -0.060 0.001 0.065
H -3.1390 3.6754 -3.6394 0.141 0.045 -0.123
H -0.6810 2.1123 -4.1191 0.002 0.002 0.174
H 2.7957 -0.8554 -0.1967 0.017 0.119 0.027
H 1.8158 -0.1143 1.1476 0.125 0.011 -0.177
H 0.5776 -4.6846 1.7477 -0.110 -0.111 -0.015
H 1.8092 -5.9047 3.5276 -0.016 -0.101 0.052
H 4.6113 -2.6968 3.7682 0.093 0.009 0.071
H 3.4048 -1.4814 2.0098 0.019 0.095 -0.041
H -2.3679 1.9578 0.0677 0.207 -0.133 -0.059
H -3.4316 1.7173 2.2832 0.055 0.002 0.068
H -1.7893 1.8265 2.9691 -0.181 -0.020 -0.085
H -2.8576 3.9831 3.2399 0.052 0.026 0.041
H -1.5975 4.1439 2.0144 0.052 -0.004 0.086
H -4.5870 3.8144 1.4534 -0.149 -0.024 -0.009
H -3.3409 3.9815 0.2159 -0.025 0.027 -0.130
H -3.6754 5.3176 1.3151 -0.072 0.098 -0.063
```
Forces are in eV/Å.

Output
Lowest unoccupied orbital energy   -0.0034 Eh
F_max   1.30 eV/A
SMILES string   CCCNC(=O)c1onc(CSc2ccc(F)cc2)c1C(=O)NCCC
Calculated total energy   -43188.721 eV
Energy above the lowest of the compared OMol25 structures with the same formula, charge and spin   13.75 kcal per mole

HOMO level / eV: -9.203, -8.731, -8.109, -9.166, -8.031
Gap between HOMO and LUMO / Ha: 0.33657, 0.28973, 0.31686, 0.35339, 0.29173